Record 1
8
Properties=species:S:1:pos:R:3:forces:R:3:nbo_charge:R:1 method="wB97M-V/def2-TZVPD" e_above_lowest_ev=3.1959 lumo_energy_ev=0.40 spin_multiplicity=1 smiles="N=C1OO1.O" total_energy_ev=-8713.771 charge=0 largest_force_ha_per_bohr=0.0649
N 0.649907 1.223076 0.097136 0.005 0.453 -0.623 -0.710
C 1.476549 0.335693 -0.013983 -0.661 -2.159 -0.200 0.780
O 1.709087 -1.086680 -0.088727 -2.451 -0.411 -0.017 -0.290
O 2.712588 -0.063755 -0.136100 2.171 2.521 0.275 -0.231
H -0.362059 1.060435 -0.082100 0.989 -0.374 0.582 0.438
O -1.887875 -0.203767 -0.078452 0.316 -0.886 0.385 -0.975
H -2.859699 -0.246382 0.015843 0.944 -0.407 0.134 0.494
H -1.438498 -1.018618 0.286380 -1.312 1.262 -0.535 0.494



Record 2
8
Properties=species:S:1:pos:R:3:forces:R:3:nbo_charge:R:1 method="wB97M-V/def2-TZVPD" e_above_lowest_ev=1.4786 lumo_energy_ev=0.03 spin_multiplicity=1 smiles="O=C=NO.O" total_energy_ev=-8715.488 charge=0 largest_force_ha_per_bohr=0.0625
O -2.347909 0.802904 -2.203832 -0.055 0.104 0.313 -0.464
C -1.289583 1.032581 -1.781312 0.989 0.164 -0.042 0.823
N -0.079093 1.200873 -1.642871 -0.946 -0.393 -0.837 -0.334
O 0.618484 1.727627 -0.574602 2.436 -1.593 0.020 -0.509
H 1.521730 1.227784 -0.703791 -2.397 1.680 0.519 0.486
O -0.530243 -1.390298 0.416622 -1.920 2.572 0.175 -0.942
H 0.050076 -0.635495 0.277167 0.182 -0.396 0.028 0.471
H -0.074676 -2.182836 0.384395 1.712 -2.137 -0.176 0.470



Record 3
8
Properties=species:S:1:pos:R:3:forces:R:3:mulliken_spin:R:1 method="wB97M-V/def2-TZVPD" e_above_lowest_ev=2.5927 lumo_energy_ev="0.95 / -1.46" spin_multiplicity=3 total_energy_ev=-8709.311 charge=0 largest_force_ha_per_bohr=0.1197 s_squared=2.01
C 1.522459 -0.176962 0.259807 6.060 -0.966 0.457 -0.043
N 0.386309 0.184771 0.068254 -2.181 0.325 -0.320 0.484
O -0.368857 1.104771 -0.067463 2.624 2.531 -0.328 0.463
O -2.161578 0.075535 0.028232 -2.696 -0.865 -1.922 0.308
O -1.586935 -1.115164 -0.015835 -1.344 0.752 -0.459 0.715
H 1.810300 -1.278692 0.330472 -0.768 1.582 -0.094 0.026
H 2.423540 0.577652 0.277598 -1.683 -1.201 0.107 0.060
H -2.025236 0.628090 -0.881068 -0.012 -2.157 2.559 -0.013



Record 4
9
Properties=species:S:1:pos:R:3:forces:R:3:nbo_charge:R:1 method="wB97M-V/def2-TZVPD" e_above_lowest_ev=3.4470 lumo_energy_ev=0.60 spin_multiplicity=1 smiles="NOSOC=O" total_energy_ev=-19549.868 charge=0 largest_force_ha_per_bohr=0.0716
N 2.239531 -0.443857 -0.268550 1.483 0.282 -1.092 -0.520
O 0.996379 -0.373100 -0.810408 -1.538 0.129 -0.707 -0.515
S -0.275613 -1.194525 -0.139122 0.193 -0.712 -0.989 0.783
O -1.163835 -0.049279 0.613636 1.172 -0.152 2.164 -0.698
C -2.034588 0.853271 0.202612 -1.429 2.632 2.145 0.670
O -2.490645 1.042942 -0.857304 -0.296 -0.258 -1.887 -0.529
H 2.745236 -1.272327 -0.496911 -0.187 -0.666 -0.044 0.348
H 2.343041 -0.130195 0.645931 -0.305 0.477 1.819 0.347
H -2.359508 1.567074 1.110115 0.907 -1.732 -1.409 0.113



Record 5
9
Properties=species:S:1:pos:R:3:forces:R:3:nbo_charge:R:1 method="wB97M-V/def2-TZVPD" e_above_lowest_ev=0.9837 lumo_energy_ev=-1.78 spin_multiplicity=1 total_energy_ev=-19552.331 charge=0 largest_force_ha_per_bohr=0.0637
C -0.194575 -0.208351 -0.033486 0.521 -2.945 0.188 0.442
N 0.943562 0.189998 0.298589 2.122 0.541 -0.101 -0.793
O -1.212705 0.585675 -0.132242 -1.726 2.490 0.258 -0.700
O 0.137229 3.779541 2.529498 0.340 0.000 -1.268 -0.787
O -0.618288 3.114184 0.282948 0.482 0.761 0.241 -0.869
S 0.386401 3.744304 1.108005 -0.671 -0.341 1.082 1.702
H -0.417326 -1.362679 -0.177027 -0.047 2.417 -0.117 0.134
H 1.719799 -0.490730 0.214684 -1.119 0.296 0.317 0.355
H -1.046688 1.616879 0.083293 0.098 -3.218 -0.601 0.517



Record 6
9
Properties=species:S:1:pos:R:3:forces:R:3:nbo_charge:R:1 method="wB97M-V/def2-TZVPD" e_above_lowest_ev=6.0801 lumo_energy_ev="-0.71 / -0.83" spin_multiplicity=1 total_energy_ev=-19547.235 charge=0 largest_force_ha_per_bohr=0.0559
C -1.015676 -0.071656 -1.415006 1.824 1.501 -1.639 0.310
N 0.318458 1.963863 0.119051 0.132 0.474 -0.112 0.105
O 1.178892 -1.188399 2.053231 1.334 0.897 0.183 -0.817
O 0.386482 1.122883 0.898667 -0.353 0.420 1.018 -0.191
O -1.736284 -0.551959 -0.617533 -0.987 -1.114 0.656 -0.494
S 1.782354 -0.317895 0.795636 0.690 -0.640 -0.141 0.409
H -0.444407 0.859452 -1.145523 -0.339 -0.467 -0.703 0.080
H -0.776945 -0.405723 -2.483427 -0.690 -0.224 1.042 0.113
H 0.307126 -1.410568 1.794905 -1.611 -0.846 -0.305 0.486



Record 7
9
Properties=species:S:1:pos:R:3:forces:R:3:nbo_charge:R:1 method="wB97M-V/def2-TZVPD" e_above_lowest_ev=2.9470 lumo_energy_ev=0.13 spin_multiplicity=1 smiles="O=[N+]([O-])O.C=O" total_energy_ev=-10760.568 charge=0 largest_force_ha_per_bohr=0.0909
O -2.757759 -0.323141 0.936603 -0.091 -0.215 0.945 -0.394
N -3.497695 0.059478 0.073511 1.746 -1.107 0.042 0.736
O -4.554935 0.559657 0.175687 -0.945 0.680 -0.592 -0.313
O -2.971908 -0.117317 -1.204779 -0.237 -0.843 -0.805 -0.543
H -2.356937 -0.918266 -1.178806 -0.730 1.541 0.551 0.515
C -0.070096 0.420591 0.663276 -0.789 -4.466 -1.127 0.267
O -0.175819 -0.497520 -0.167343 0.578 2.332 1.287 -0.539
H -0.130634 0.068110 1.720028 0.261 0.987 -0.258 0.137
H -0.014425 1.437440 0.349888 0.207 1.091 -0.042 0.133



Record 8
9
Properties=species:S:1:pos:R:3:forces:R:3:nbo_charge:R:1 method="wB97M-V/def2-TZVPD" e_above_lowest_ev=2.6174 lumo_energy_ev=0.56 spin_multiplicity=1 smiles="O=[N+]([O-])OCO" total_energy_ev=-10760.898 charge=0 largest_force_ha_per_bohr=0.0834
O 1.212966 1.162613 -0.283912 1.776 1.589 1.768 -0.316
N 0.599353 0.799171 -1.191828 -2.759 -1.374 -2.983 0.741
O 0.609479 1.070721 -2.371868 0.520 -0.040 1.267 -0.347
O -0.414869 -0.195994 -0.933987 0.378 0.449 0.185 -0.397
C -0.693879 -0.494389 0.444281 1.306 -2.633 0.048 0.200
O 0.484818 -0.811019 1.175490 -0.341 0.028 0.620 -0.729
H -1.209935 -1.503329 0.279747 0.274 1.596 0.435 0.189
H -1.318864 0.229536 0.921400 -0.280 0.664 0.162 0.164
H 0.730930 -0.257309 1.960676 -0.874 -0.280 -1.503 0.495



Record 9
10
Properties=species:S:1:pos:R:3:forces:R:3:nbo_charge:R:1 method="wB97M-V/def2-TZVPD" e_above_lowest_ev=0.2773 lumo_energy_ev=0.01 spin_multiplicity=1 smiles="O=C(O)O.O=NO" total_energy_ev=-12810.731 charge=0 largest_force_ha_per_bohr=0.0626
O 0.523893 -1.442230 0.044396 -0.031 -0.137 0.027 -0.628
C 0.011058 -0.766785 -0.790116 -3.183 -0.191 0.442 1.008
O 0.557048 -0.228868 -1.821232 -0.118 1.152 -2.468 -0.652
O -1.381167 -0.424150 -0.906293 1.820 -0.848 0.355 -0.753
H -0.219426 0.138159 -2.354842 1.661 -0.381 0.777 0.519
H -1.814207 -0.608744 -0.074550 -0.182 -0.238 0.412 0.500
O -0.246489 2.092720 1.249540 0.347 -1.646 0.036 -0.267
N 0.065013 0.963089 1.058678 0.333 1.666 0.596 0.327
O 1.030598 0.545213 1.973858 0.427 0.087 -0.139 -0.558
H 1.473679 -0.268404 1.620560 -1.074 0.536 -0.038 0.505



Record 10
9
Properties=species:S:1:pos:R:3:forces:R:3:nbo_charge:R:1 method="wB97M-V/def2-TZVPD" e_above_lowest_ev=4.2797 lumo_energy_ev="-2.20 / -1.71" spin_multiplicity=1 total_energy_ev=-34032.255 charge=0 largest_force_ha_per_bohr=0.0416
C 1.219380 0.623838 0.829926 0.611 -0.048 -2.048 -0.323
N 0.279875 1.440164 0.356133 -1.406 0.436 0.399 -0.608
O -0.842230 -1.536107 0.430704 0.393 -1.210 0.539 -1.010
P 2.087790 -0.504459 -0.173505 -0.767 -0.046 1.034 0.436
P -1.966460 -0.736066 -0.092253 0.851 1.776 0.687 1.094
S -1.030852 1.240039 -0.530273 -0.661 -0.419 -0.395 0.333
H 1.644586 1.162788 1.644038 0.982 -0.360 0.934 0.220
H 1.039031 -0.559589 -1.126444 0.177 0.084 -0.135 -0.055
H -2.431120 -1.130608 -1.338322 -0.180 -0.212 -1.014 -0.087



Record 11
9
Properties=species:S:1:pos:R:3:forces:R:3:nbo_charge:R:1 method="wB97M-V/def2-TZVPD" e_above_lowest_ev=2.2229 lumo_energy_ev=-0.90 spin_multiplicity=1 smiles="O=[P@H]1PC=NS1" total_energy_ev=-34034.312 charge=0 largest_force_ha_per_bohr=0.0537
O -1.240671 1.044074 -2.436253 0.182 -0.566 -0.121 -1.034
P -1.037385 0.477031 -1.088726 1.953 -0.550 0.789 1.199
P -0.008075 -1.639415 0.091845 0.248 0.819 -2.626 0.275
C 1.327840 -0.598305 0.731731 1.181 0.329 0.626 -0.232
N 1.327027 0.686000 0.842028 1.307 -1.698 -0.117 -0.574
S 0.341570 1.687803 0.062435 -1.552 0.589 -0.487 0.262
H -2.204101 0.467831 -0.375838 -0.782 -0.126 0.591 -0.070
H -0.722911 -1.000642 1.013938 -1.828 0.696 1.564 -0.036
H 2.216708 -1.124376 1.158840 -0.710 0.506 -0.221 0.212



Record 12
9
Properties=species:S:1:pos:R:3:forces:R:3:nbo_charge:R:1 method="wB97M-V/def2-TZVPD" e_above_lowest_ev=1.8373 lumo_energy_ev=-0.11 spin_multiplicity=1 smiles=c1ns[pH]o[pH]1 total_energy_ev=-34034.697 charge=0 largest_force_ha_per_bohr=0.0555
C 0.666333 1.008391 0.752106 2.135 -0.891 0.719 -0.155
N -0.401801 1.490422 0.345810 0.338 1.463 0.748 -0.620
S -1.732350 0.924110 -0.284384 -2.005 -1.471 -1.404 0.233
P -1.392336 -1.185866 -0.668389 -1.737 0.093 1.100 0.754
O -0.339465 -1.495302 0.549635 0.901 -0.257 0.005 -1.065
P 1.244196 -0.887939 0.586544 -1.765 1.910 0.194 0.836
H 1.278238 1.786573 1.239894 0.387 -0.774 -0.057 0.188
H -0.555917 -1.037716 -1.738271 1.030 0.194 -0.784 -0.094
H 1.233103 -0.602669 -0.782946 0.716 -0.268 -0.519 -0.077



Record 13
9
Properties=species:S:1:pos:R:3:forces:R:3:nbo_charge:R:1 method="wB97M-V/def2-TZVPD" e_above_lowest_ev=1.5773 lumo_energy_ev=-0.69 spin_multiplicity=1 smiles="PO/P=N/C=S" total_energy_ev=-34034.957 charge=0 largest_force_ha_per_bohr=0.0494
P 0.615338 -0.187401 -1.624723 1.316 -1.946 0.971 0.645
O -0.019596 -1.701188 -1.045610 -0.471 0.520 -0.758 -1.076
P -0.474864 -2.169468 0.407518 0.569 0.169 0.286 1.469
N -0.065220 -1.031092 1.350336 0.564 -1.027 -0.947 -0.996
C -0.182481 -0.145157 2.313588 0.787 0.814 -0.093 -0.105
S -1.656842 0.232411 2.838122 -0.760 0.892 1.042 -0.077
H 1.888808 -0.922779 -1.923753 -1.001 1.195 0.123 -0.031
H 1.058831 0.206147 -0.299310 0.005 0.111 -0.815 -0.034
H 0.772279 0.403588 2.566769 -1.009 -0.727 0.192 0.205



Record 14
9
Properties=species:S:1:pos:R:3:forces:R:3:mulliken_spin:R:1 method="wB97M-V/def2-TZVPD" e_above_lowest_ev=1.3972 lumo_energy_ev="-0.03 / -2.98" spin_multiplicity=3 total_energy_ev=-34031.428 charge=0 largest_force_ha_per_bohr=0.1057 s_squared=2.01
C -0.665798 0.962578 -0.504549 -1.797 -3.163 -0.980 0.459
N 0.424980 1.525862 -0.290528 5.315 0.282 1.108 0.664
O 0.361998 -1.531749 -0.604917 1.985 0.595 1.189 0.094
P -1.085616 -0.817364 -0.771067 0.113 0.306 0.428 0.164
P 1.571765 -1.022787 0.755300 -3.284 -0.308 -0.630 0.174
S 1.903455 0.876768 -0.018125 -0.207 0.728 -0.238 0.250
H -1.384769 1.622856 -0.722690 -3.489 2.107 -0.545 0.072
H -1.473646 -1.005074 0.615459 0.018 -0.010 0.042 0.087
H 0.347627 -0.611094 1.541121 1.347 -0.538 -0.374 0.034



Record 15
7
Properties=species:S:1:pos:R:3:forces:R:3:nbo_charge:R:1 method="wB97M-V/def2-TZVPD" e_above_lowest_ev=4.6493 lumo_energy_ev="-0.42 / -0.40" spin_multiplicity=1 total_energy_ev=-15454.160 charge=0 largest_force_ha_per_bohr=0.0234
C 1.801363 -2.146887 0.093831 0.354 0.392 0.305 0.131
N 2.098176 -0.982455 0.077129 -0.375 -0.673 0.199 -0.595
O 3.951687 0.600206 -0.427635 0.448 0.236 -0.185 -0.915
S 2.700198 0.464482 0.315613 -0.217 0.048 -0.006 1.171
H 1.149628 -2.729816 -0.531268 -0.213 0.004 -0.315 0.209
H -1.158692 1.183443 0.500657 0.599 0.868 -0.568 -0.004
H -0.765917 1.744464 0.130599 -0.597 -0.874 0.570 0.003



Record 16
7
Properties=species:S:1:pos:R:3:forces:R:3:nbo_charge:R:1 method="wB97M-V/def2-TZVPD" e_above_lowest_ev=2.3608 lumo_energy_ev=0.65 spin_multiplicity=1 smiles="ONC=S" total_energy_ev=-15456.448 charge=0 largest_force_ha_per_bohr=0.0507
O 0.975931 -1.103630 0.005041 0.092 -1.326 -0.192 -0.533
N 0.686111 0.199921 -0.089688 -0.171 1.809 0.483 -0.232
C -0.571571 0.621454 0.000747 -1.163 -2.310 -0.317 -0.101
S -1.804504 -0.548383 -0.018862 0.737 0.880 0.048 -0.247
H 0.079329 -1.514816 -0.065726 -0.163 -0.261 0.075 0.480
H 1.523490 0.698032 0.155607 -0.188 0.696 -0.139 0.401
H -0.888789 1.647419 0.012879 0.856 0.513 0.042 0.231



Record 17
7
Properties=species:S:1:pos:R:3:forces:R:3:nbo_charge:R:1 method="wB97M-V/def2-TZVPD" e_above_lowest_ev=4.8356 lumo_energy_ev=-0.64 spin_multiplicity=1 total_energy_ev=-15453.973 charge=0 largest_force_ha_per_bohr=0.1312
C -0.744624 -0.069034 0.811918 -1.609 3.421 -5.591 -0.129
N -0.631432 0.285354 -0.478372 0.618 -1.756 3.876 -0.474
O -2.955493 -1.038160 -0.288527 -0.427 0.321 -0.474 -0.915
S -2.335236 0.261028 -0.066435 1.006 -1.556 1.689 1.289
H -1.304300 2.853827 -0.462296 1.975 0.529 2.740 -0.004
H -0.080184 0.106373 1.629045 0.427 -0.720 0.521 0.231
H -0.792198 2.948985 0.247993 -1.991 -0.238 -2.762 0.002



Record 18
8
Properties=species:S:1:pos:R:3:forces:R:3:nbo_charge:R:1 method="wB97M-V/def2-TZVPD" e_above_lowest_ev=2.7681 lumo_energy_ev="-1.37 / -3.21" spin_multiplicity=1 total_energy_ev=-26290.201 charge=0 largest_force_ha_per_bohr=0.0394
C -2.219992 -0.016684 0.142427 0.058 0.599 -1.936 0.163
N 2.034532 -0.370324 -0.170067 1.405 1.350 0.011 -0.895
O -2.763254 -0.993084 -0.246660 -0.865 -1.474 0.475 -0.499
S -0.574357 0.406626 0.109471 0.672 0.674 0.930 0.126
S 3.121715 0.842593 0.148185 0.328 -0.272 0.247 0.161
H -2.722704 0.954311 0.174733 -0.668 0.581 0.818 0.150
H 1.742220 -0.888902 0.643969 -0.387 -0.277 -0.247 0.400
H 1.381843 0.065461 -0.802061 -0.543 -1.181 -0.298 0.395



Record 19
8
Properties=species:S:1:pos:R:3:forces:R:3:nbo_charge:R:1 method="wB97M-V/def2-TZVPD" e_above_lowest_ev=1.1067 lumo_energy_ev=-0.35 spin_multiplicity=1 total_energy_ev=-26291.862 charge=0 largest_force_ha_per_bohr=0.0651
C -0.614238 0.033755 -0.776628 0.425 -2.581 2.085 -0.371
N 0.145589 -0.880354 0.215397 -0.363 -0.044 -1.342 -0.850
O 1.620417 0.979274 1.244209 -0.711 -0.996 0.846 -0.914
S -1.167860 1.186875 0.462658 -0.015 0.685 1.131 -0.014
S 0.421145 0.153907 1.540518 0.955 1.476 -1.617 1.302
H 0.167389 0.362478 -1.440708 -0.674 0.474 -0.943 0.221
H -1.562536 -0.481327 -1.058582 1.318 0.269 -0.918 0.233
H 0.990093 -1.354609 -0.186865 -0.935 0.717 0.759 0.394



Record 20
7
Properties=species:S:1:pos:R:3:forces:R:3:nbo_charge:R:1 method="wB97M-V/def2-TZVPD" e_above_lowest_ev=1.5109 lumo_energy_ev=-0.12 spin_multiplicity=1 total_energy_ev=-12499.641 charge=0 largest_force_ha_per_bohr=0.1247
C -1.772640 -0.008417 -0.037112 3.894 -1.100 0.405 -0.119
N -2.914410 -0.015678 -0.136672 -0.952 0.173 -0.093 -0.446
O 1.145441 1.006693 -0.030629 -0.680 -1.550 0.876 -1.124
Si 0.548313 -0.502262 0.140949 -3.577 5.185 -1.212 1.552
H 1.711181 1.628755 -0.443916 0.523 0.257 -0.710 0.543
H 0.612551 -1.314709 -0.948394 0.480 -1.782 -1.730 -0.203
H 0.669564 -0.794384 1.455771 0.311 -1.184 2.464 -0.202